[1]
ORCA calculation (ωB97M-V with the def2-TZVPD basis set) on one molecule with the formula C3H8N4O at a distorted geometry.

Summary:
**Structure (SMILES)**: NC/C=N\NC(N)=O
**Energy relative to the best compared isomer or geometry (same formula, charge and spin)**: 5.4893 eV
**Calculated total energy**: -11244.1344 eV

```
16
Properties=species:S:1:pos:R:3:forces:R:3
N 0.27071 0.21357 -0.23991 0.50 -1.38 0.90
N -2.10819 1.33411 -0.26858 2.26 -1.00 2.44
H -2.42801 1.00845 -1.16515 0.27 0.16 -0.55
H -1.92286 0.08520 1.68775 0.21 0.43 -1.21
H 2.01370 2.12657 -0.26324 2.01 -3.93 1.63
C -2.27016 -0.00382 0.60324 -2.80 5.06 2.02
H -3.34900 0.22606 0.78766 0.41 -1.65 -0.23
H -2.12828 -2.24791 0.11274 0.72 2.05 -1.02
O 2.32512 -1.16380 0.07546 -2.30 1.24 0.35
N -0.48396 -0.87513 -0.60983 -3.69 -4.59 2.30
C -1.74306 -1.16417 0.01128 6.18 -0.30 -3.34
C 1.68357 -0.13211 0.08816 2.76 2.68 -1.76
H -0.17076 0.61894 0.57516 0.72 0.46 0.62
N 2.45844 1.15623 0.19752 -3.80 0.31 -1.04
H 3.44906 0.93239 0.19464 -0.31 0.61 -0.22
H -1.04582 1.55981 -0.30363 -3.14 -0.16 -0.88
```
Forces are in eV/Å.

[2]
ORCA calculation (ωB97M-V with the def2-TZVPD basis set) on a 10-piece molecular cluster, C44H115N11O17 overall at a distorted geometry.

Summary:
**Structure (SMILES)**: COCCNCCOC.COCCNCCOC.COCCNCCOC.COCCNCCOC.COCCNCCOC.COCCNCCOC.COCCNCCOC.NC(N)=O.NC(N)=O.O
**Energy relative to the best compared isomer or geometry (same formula, charge and spin)**: 2.7362 eV
**Calculated total energy**: -98682.1246 eV

```
187
Properties=species:S:1:pos:R:3:forces:R:3
C -2.24595 -1.18790 -4.73003 0.38 -0.27 -0.77
H -5.63566 -4.55129 -0.58212 -0.53 0.43 -0.23
H -2.21762 6.67502 2.35527 -0.30 0.12 -0.04
H 1.09103 -3.28813 2.35905 0.28 -0.35 0.33
O 2.10838 0.62886 -5.75675 0.07 0.31 -0.72
N -8.05018 1.90123 2.65480 0.04 -0.48 -0.80
H 3.94832 1.37903 -5.11467 -0.18 0.21 -0.03
H -1.71164 2.61295 -4.69973 0.01 0.30 -0.17
C -8.63050 5.72942 4.69952 -0.72 0.17 -0.06
H 8.70741 3.49504 -3.09476 -0.21 -0.19 -0.01
H 4.63726 4.60756 2.42034 0.62 0.01 -0.06
O -4.07893 -0.62026 3.07031 -0.17 -0.09 0.10
H -5.35160 -3.14257 -2.54793 0.14 -0.40 0.02
H -2.55115 3.53179 2.46628 -0.04 -0.07 0.36
C 2.14527 4.53229 1.22156 0.79 0.19 -0.88
C 7.13775 1.27455 2.54605 -0.29 0.00 0.10
H 5.68975 -4.52881 -3.49179 -0.02 0.06 0.10
H 5.83732 -1.37476 -2.00313 0.28 -0.40 0.02
H 11.43252 4.91199 -2.68441 0.04 0.38 -0.02
H 3.04495 -1.37824 -4.22650 -0.12 0.14 0.48
C 4.49679 4.35845 1.36481 -1.07 0.16 0.33
H -0.29884 -1.29410 0.47116 -0.23 -0.06 -0.16
H -9.50167 -0.14605 1.99372 0.03 0.42 -0.18
C 2.51997 -4.03398 0.37037 -0.63 0.40 0.81
H 5.95860 1.19525 0.38964 -0.09 0.01 -0.24
H 9.10857 0.19511 -0.91755 0.19 -0.09 -0.34
H -5.67533 -2.90026 0.21410 -0.23 0.11 -0.40
H 6.05446 1.13600 2.45895 -0.02 -0.08 -0.17
C -4.74307 -2.94400 3.11995 0.28 0.37 -0.53
H -4.65055 1.68248 0.90853 0.51 -0.26 0.61
H 1.67846 0.78914 -7.81144 -0.52 -0.05 0.62
O -8.05232 -1.14063 3.00225 1.00 -0.14 0.49
C -0.78035 -0.32519 0.59770 0.09 0.81 0.34
H 0.66686 1.28949 -2.02459 0.33 0.13 0.33
H -0.66924 1.50372 -0.12629 0.24 0.23 0.06
O -2.72529 -2.30922 -4.76619 -0.31 -0.03 0.03
C -0.41313 -4.85162 2.52829 0.80 0.81 0.87
H -8.31265 -3.00005 2.03904 0.96 0.20 -0.08
H -6.53150 0.49371 2.00006 0.12 0.19 -0.04
H 7.46674 -4.40857 -3.67566 -0.02 0.32 0.23
H 2.70278 1.04952 -3.87472 0.04 0.32 -0.10
O 1.48426 -4.79686 0.97040 0.03 0.02 0.23
H -8.37026 -0.99256 0.96543 0.27 0.00 -0.01
C -7.54961 0.83902 1.78320 -0.98 0.05 -0.37
O 0.72649 -8.60107 4.52418 0.05 0.05 0.02
C 0.28549 0.39957 -1.51174 -0.78 0.16 -0.14
O -3.99731 -3.38212 -0.92565 0.23 -0.61 0.09
H -3.96059 -0.16465 -4.72348 0.01 0.29 0.25
C 0.57094 -4.00729 1.71505 -0.71 0.48 -0.19
H 1.10134 -1.07562 -2.76089 0.77 0.14 -0.21
C -3.21051 2.96913 -3.30263 -0.04 -0.26 -0.07
H 0.75630 2.98239 1.68302 0.10 0.18 0.31
C 3.15888 0.69111 -4.80312 0.33 0.12 0.68
H -1.91941 6.72051 0.62453 -0.33 -0.37 -0.34
H -7.91890 -3.05182 3.79338 0.16 0.25 0.08
N -0.02687 0.71736 -0.10857 -0.02 -0.18 -0.29
C 9.62486 2.94807 -2.84658 -0.28 -0.98 -0.19
H 2.36753 0.66626 0.36243 -0.40 -0.16 -0.26
C -7.08357 2.96625 2.85173 -0.48 0.02 0.72
C 1.41630 -7.37466 4.63641 1.18 0.10 0.21
H -8.71702 6.45967 3.88886 0.13 0.06 0.00
H -0.42945 -1.76772 -5.29951 0.31 0.19 0.08
H -0.65517 0.21872 -2.05343 0.08 -0.61 -0.16
H -2.96641 -2.14979 3.94682 0.11 0.24 0.33
O 0.07649 2.17734 -5.13007 0.05 -0.34 0.30
H 10.42991 0.98807 -2.57563 0.18 0.33 0.00
O 2.62180 -0.32663 -1.49641 0.01 0.11 -0.32
H -4.19882 1.38971 3.38176 0.36 0.02 -0.37
H 3.04065 1.73927 -7.39906 0.12 0.29 0.96
C -4.25847 0.93704 0.21392 -0.09 0.41 -1.06
C 1.27868 -0.73678 -1.74006 -0.82 0.54 0.76
H 7.45320 -2.23690 -3.31472 0.12 0.04 -0.03
C 10.59363 4.90505 -1.98267 -0.34 -0.78 -0.55
H 2.47854 -7.59869 4.81588 0.13 -0.18 -0.57
H 2.03074 5.11622 2.13894 0.11 0.06 0.05
H 6.52994 -5.08920 -4.94781 -0.30 0.15 -0.16
H 6.98795 -0.20288 0.21297 0.33 -0.13 0.23
H -5.53802 -4.74993 1.73461 -0.08 0.09 0.00
C 5.43924 -1.62987 -2.99009 0.23 1.20 0.46
O 10.23774 3.54953 -1.74913 0.47 0.26 0.35
C -3.69844 0.52728 3.82846 -0.90 -0.27 -0.72
H 9.72767 5.40679 -2.42732 0.13 0.32 -0.01
H -8.24296 4.72450 2.18199 0.03 -0.23 -0.19
H -8.34883 1.43561 3.50130 0.16 0.56 0.38
H -4.66651 -0.05380 0.40370 -0.12 0.08 0.11
H -1.15415 -4.20467 3.00090 -0.19 0.33 -0.70
C -3.31859 4.31489 2.43313 0.52 -0.87 0.04
C 2.51220 0.82784 -7.10729 0.20 -1.03 -1.03
H -2.61452 0.62360 3.78419 0.04 0.25 0.54
H 7.25421 2.17762 3.14591 0.37 -0.02 -0.03
O -8.42722 4.43328 4.19896 0.43 -0.20 0.18
H 1.06092 -6.95508 2.48758 -0.34 -0.42 0.26
C 0.73037 -9.31598 5.73088 -0.67 0.40 1.29
H 6.90058 -1.12135 -4.54489 -0.33 0.15 0.02
H -6.50984 2.73067 3.75769 0.37 0.30 -0.07
C -2.27520 -0.38352 0.27844 0.11 -0.98 0.16
H -6.39033 3.06658 2.01320 -0.10 -0.47 -0.15
C -4.47243 -2.69701 -2.07732 -0.42 1.41 0.96
N 4.75292 -0.37694 -3.35560 -1.14 -0.99 -0.72
C -4.00478 -1.81746 3.83761 -0.28 -0.47 0.05
N -2.33190 2.48957 -2.38329 -0.05 0.23 0.18
N -2.64344 2.97286 -4.55293 -0.44 0.34 -0.32
C -0.67365 5.38806 1.77755 -0.39 -1.07 -1.25
H 5.28317 3.74352 0.93503 0.07 -0.06 0.25
C 1.23805 -6.44960 3.44239 1.07 0.31 -0.13
H -0.00706 -3.34135 1.05833 -0.12 -0.29 -0.36
H -6.72560 4.96644 3.06516 -0.24 0.49 0.33
O 7.76140 1.44404 1.29025 -0.21 -0.12 -0.20
H -2.73794 -0.85012 1.15464 -0.10 -0.24 -0.28
H 0.04569 6.19135 1.93735 0.11 -0.08 0.09
N 0.25655 -5.39085 3.72767 -0.27 -1.51 -0.43
H -5.58697 -2.43935 2.62897 -0.30 -0.25 0.14
H 4.76469 -2.48020 -2.83536 -0.08 -0.06 -0.26
H 4.04958 -0.21300 -2.62340 0.83 0.19 0.22
H 7.53784 0.41016 3.08113 0.09 0.01 0.03
H 7.45099 2.51521 -1.03181 -0.45 0.06 -0.38
C 6.58967 -1.96958 -3.93627 0.40 -0.56 0.32
H -0.70859 4.71528 2.64331 -0.16 0.57 0.57
H 2.18328 -3.59684 -0.57358 0.22 -0.28 -0.27
H 4.23327 -1.06928 -5.36764 0.74 0.25 0.21
H -0.43835 -5.91988 4.25040 -0.35 0.53 0.09
C -4.63359 -4.42482 1.21536 1.00 0.15 -0.18
H 8.93985 0.93787 -3.39114 -0.49 0.39 -0.10
N 8.90961 1.13118 -1.24106 -0.96 0.27 -0.83
H -3.71204 -2.46935 -2.82013 0.27 -0.71 0.20
H 0.00965 -8.85024 6.41997 -0.30 -0.20 -0.11
H -4.06938 -5.34045 1.01761 0.11 0.09 -0.16
H -1.38882 2.34603 -2.69437 0.15 -0.15 0.49
H -2.45756 -0.99107 -0.61521 -0.16 0.01 -0.03
C -2.02027 6.04984 1.47381 0.64 -0.39 1.53
C 2.94506 -0.12039 -0.12373 -0.31 -0.29 0.75
H -9.50660 -2.60271 3.08919 -0.03 0.15 0.72
H 3.97510 0.18339 0.07086 0.21 -0.24 -0.92
H 0.82944 1.53396 -5.15084 -0.24 0.46 -0.36
H -3.62327 -2.66983 1.62739 0.58 -0.63 -0.91
C 3.81698 -0.62538 -4.45440 -0.42 -0.54 -1.27
N -0.89614 -0.99454 -4.85864 0.13 0.00 0.53
C -7.64650 4.36715 3.02709 0.32 -0.26 0.10
H 6.82843 1.07520 -1.93629 0.05 -0.11 -0.11
C -5.06449 -3.76501 -0.07430 0.04 -0.66 -0.15
H -4.78540 -1.71798 -1.68219 -0.34 0.17 -0.38
C 6.50301 -4.30946 -4.18642 0.18 -0.22 -0.42
H -0.98258 4.03280 0.18065 -0.25 0.04 0.29
H 3.13172 -0.01216 -7.43255 0.23 0.03 0.16
H 10.22476 2.87971 -3.76669 0.30 0.77 0.05
H 0.46065 -10.36048 5.59952 -0.05 0.07 -0.40
O 3.25937 3.65355 1.29166 -0.04 0.01 -0.29
H -0.68941 -0.09975 1.66473 0.06 0.06 0.02
H -4.61808 1.33709 -0.74100 -0.14 -0.45 -0.21
H -0.57108 -0.04838 -4.95537 0.30 -0.13 -0.40
H -3.23047 3.21372 -5.33198 0.08 0.06 0.05
H -2.65085 2.29174 -1.44771 0.30 -0.11 -0.01
H -4.47644 -1.61763 4.80321 0.17 -0.17 0.16
N -3.84563 -3.54835 2.09282 -0.92 0.96 0.99
H -2.54766 0.86572 -4.54451 -0.40 -0.26 -0.14
H -7.64731 1.19167 0.75211 0.46 0.07 -0.05
H -3.33637 4.83205 3.39787 0.14 0.38 -0.15
O -2.83619 0.89754 0.13402 0.17 0.81 0.51
H 1.23676 -6.80170 5.55934 -0.95 -0.13 -0.01
N -2.96422 -0.04722 -4.66194 -0.46 -0.07 0.26
H 0.13926 2.64775 -5.96681 0.06 0.03 0.00
C 0.93648 3.74413 0.90178 -1.76 -1.75 0.12
H 2.79069 -1.07618 0.38590 -0.08 0.13 0.28
H -9.59280 5.71511 5.21503 0.05 0.04 0.06
H -4.27055 3.79117 2.34287 -0.09 0.28 -0.38
H 3.41040 -4.65300 0.30534 -0.07 -0.08 -0.41
C 7.00225 0.89604 0.22843 -0.60 0.33 -0.41
C -8.41300 -2.48898 3.00908 -1.70 -0.31 -1.00
H -5.11978 -3.72899 3.77562 0.11 0.16 0.25
O -3.06602 5.11068 1.30462 -0.44 0.68 -0.47
O -4.36091 3.28541 -3.06075 0.06 -0.02 -0.11
H -0.95205 -5.54798 1.87895 0.24 -0.34 0.06
H 1.06818 3.10958 0.02217 0.48 0.28 -0.12
C -8.43626 -0.37921 1.87308 -0.51 -0.79 0.11
H 2.27203 5.18871 0.34972 0.21 0.44 0.30
H 0.99969 -1.59754 -1.12267 0.25 -0.02 0.20
O 6.35746 -3.05353 -4.82692 -0.08 -0.15 0.24
C 7.48152 1.42507 -1.12996 0.93 0.45 1.90
H 4.41433 5.29671 0.80922 0.20 -0.01 -0.13
H 2.75771 -3.18227 1.02007 0.17 -0.06 0.05
H 10.86551 5.38713 -1.04833 0.01 -0.17 0.08
H 2.21874 -5.99252 3.27430 -0.08 0.19 0.07
C 9.43906 1.45439 -2.55872 0.75 -0.91 0.81
H 1.63496 -9.28306 6.35206 0.56 0.06 -0.75
H -4.16622 0.47796 4.81498 0.63 -0.16 0.33
N -0.25449 4.53881 0.65750 0.97 1.21 -0.17
H -7.87850 6.05979 5.42157 0.27 -0.14 -0.17
```
Forces are in eV/Å.

[3]
ORCA calculation (ωB97M-V with the def2-TZVPD basis set) on one molecule with the formula C5H10O2 at a distorted geometry.

Summary:
**Energy relative to the best compared isomer or geometry (same formula, charge and spin)**: 5.4384 eV
**Calculated total energy**: -9437.6046 eV

```
17
Properties=species:S:1:pos:R:3:forces:R:3
H 1.30227 1.59420 -0.81960 -0.25 0.24 -0.03
C 0.40058 0.42102 0.58969 0.02 -0.23 -0.53
H -0.75752 -0.67248 2.09892 0.09 0.14 -0.15
C -0.20838 -1.97106 0.45600 -0.23 -0.25 0.42
C 0.37985 1.65861 -0.22244 -0.23 -0.36 -0.48
H -1.15753 -0.61234 -1.53967 0.57 0.56 0.50
H -0.46548 1.56851 -0.91571 -0.13 0.54 -0.06
H 0.45256 -0.43573 -2.31412 0.34 0.05 0.50
O 0.30777 -1.86183 -0.85301 0.00 -0.27 0.01
O 0.40519 2.87342 0.50880 -0.03 0.26 0.08
H 0.58434 -2.45701 1.03516 -0.22 0.10 0.15
H 0.90609 3.49961 -0.03013 -0.20 -0.02 0.29
C -0.62350 -0.55616 1.01494 -0.28 -0.02 -0.17
H 1.20125 0.50598 1.35932 0.31 -0.70 -1.04
H -1.57329 -0.28308 0.55522 -0.20 -0.15 0.21
H -1.09946 -2.60284 0.44676 0.02 -0.09 0.11
C -0.05475 -0.66883 -1.37015 0.40 0.19 0.18
```
Forces are in eV/Å.

Which of these has the lowest energy relative to the best compared isomer or geometry (same formula, charge and spin)?
C44H115N11O17